# 1
DFT (wB97M-V/def2-TZVPD) results for a structure of composition C38H39FGaN7O5S.

Geometry as ORCA input:
```
! RIJCOSX wB97M-V def2-TZVPD def2/J DEFGRID3
* xyz 2 1
Ga -1.35726 0.47610 1.51394
C 1.35471 1.06531 3.43875
O 0.20520 0.26836 3.14247
C 0.19710 -1.05528 3.55254
C 1.28772 -1.74734 4.03529
C 1.10573 -3.06625 4.44599
C -0.14396 -3.66783 4.37755
C -1.23127 -2.96243 3.87987
C -1.05193 -1.66023 3.45916
N -2.03056 -0.80461 2.90769
N -3.23593 -0.94308 3.26249
C -4.10273 0.05487 2.97056
C -3.66653 1.38626 2.70579
O -2.43447 1.71300 2.46400
C -4.62464 2.43845 2.78970
C -5.92950 2.17666 3.02222
C -6.42324 0.84489 3.21165
C -7.79200 0.59188 3.40722
C -8.24751 -0.69082 3.57233
C -7.33898 -1.75877 3.54363
C -5.99591 -1.53300 3.35384
C -5.51242 -0.22356 3.19121
H 1.64642 0.91285 4.47557
H 1.05853 2.09815 3.29196
H 2.17821 0.81779 2.77023
H 2.26303 -1.28353 4.11213
H 1.95214 -3.61791 4.83398
H -0.27120 -4.68898 4.71254
H -2.21563 -3.40796 3.81571
H -4.27045 3.44675 2.62424
H -6.63908 2.99643 3.05851
H -8.48353 1.42748 3.42567
H -9.30154 -0.87931 3.72653
H -7.70104 -2.77140 3.66946
H -5.29547 -2.35724 3.33495
F 4.99828 -0.53157 -0.11160
C 4.06367 0.06592 -0.89043
C 2.84493 0.30917 -0.34897
C 1.87422 1.00785 -1.07579
C 0.55414 1.22601 -0.52530
O 0.36967 0.98727 0.70912
C -0.42367 1.71269 -1.42233
C -0.01996 2.19147 -2.63742
N 1.24872 2.16374 -3.08143
C 1.58146 2.84479 -4.32718
C 2.60349 3.94044 -4.27326
C 1.15577 4.27253 -4.46309
C 2.20602 1.46803 -2.35348
C 3.46280 1.18560 -2.90280
C 4.41313 0.45797 -2.20299
N 5.64377 0.13059 -2.77321
C 6.49256 -0.97985 -2.37365
C 7.76945 -0.47548 -1.72101
N 8.47484 0.42830 -2.70670
C 7.57926 1.55060 -3.17273
C 6.30074 0.95872 -3.76224
C -1.90691 1.68066 -1.16813
O -2.66084 2.06491 -2.03642
O -2.27863 1.17166 -0.03531
H 2.62239 -0.03471 0.65348
H -0.75703 2.64197 -3.29006
H 1.54232 2.20376 -5.19848
H 3.27029 4.05020 -5.11886
H 3.04869 4.16585 -3.31192
H 0.81626 4.61272 -5.43097
H 0.63235 4.71270 -3.62448
H 3.65483 1.50389 -3.91722
H 6.75244 -1.55504 -3.27248
H 5.99130 -1.65901 -1.69967
H 8.44520 -1.28429 -1.45037
H 7.54370 0.11938 -0.83841
H 8.75595 -0.12716 -3.51667
H 9.33004 0.80389 -2.29780
H 8.12580 2.15391 -3.89428
H 7.34818 2.15321 -2.29723
H 6.54415 0.35495 -4.64480
H 5.67571 1.78018 -4.09556
C -2.38060 -4.27248 -1.19161
N -3.15686 -3.08561 -0.89286
C -4.57873 -3.00733 -1.25078
C -4.97947 -1.59734 -0.78480
N -3.73988 -1.09664 -0.17428
C -2.72241 -1.95287 -0.33881
S -1.10192 -1.66954 0.13374
H -2.36102 -4.44560 -2.26900
H -2.82408 -5.14178 -0.70422
H -1.36525 -4.14242 -0.83050
H -5.13640 -3.79092 -0.73909
H -4.69830 -3.14784 -2.32487
H -5.78033 -1.61499 -0.04929
H -5.27987 -0.95867 -1.61199
H -3.53634 -0.10000 -0.16892
*
```

As for the gap between HOMO and LUMO: 0.230 Ha. For the HOMO energy, the calculation gives -11.3 eV. The value obtained for the energy relative to the best compared isomer or geometry (same formula, charge and spin) is 0.0 kcal per mole.

# 2
DFT (wB97M-V/def2-TZVPD) results for a structure of composition C38H39GeN5O2Ru.

Geometry as ORCA input:
```
! RIJCOSX wB97M-V def2-TZVPD def2/J DEFGRID3
* xyz 0 1
Ru -1.15299 0.54711 0.62969
N -0.54296 0.54319 2.69960
C 0.05018 1.81745 3.13294
C 1.39439 1.59572 3.79828
C 1.38920 0.83155 5.11437
C 2.80467 0.50545 5.57412
N 3.51013 -0.37597 4.64203
C 4.30620 0.00873 3.65215
N 4.90357 -0.89906 2.88500
N 4.59119 1.30008 3.45694
C 0.24695 2.77616 1.91545
O 1.06847 3.67605 2.03635
O -0.50229 2.54448 0.91080
H -1.33837 0.26427 3.25719
H 0.13772 -0.20854 2.69987
H -0.63891 2.32554 3.81271
H 1.84414 2.58312 3.93931
H 2.00059 1.06694 3.05102
H 0.81929 -0.09969 5.02857
H 0.91225 1.42113 5.90117
H 2.80531 0.00595 6.54241
H 3.39628 1.41437 5.69452
H 3.26564 -1.35281 4.66842
H 4.63864 -1.86610 2.96715
H 5.24429 -0.62284 1.96798
H 3.92558 1.99279 3.76166
H 5.05181 1.52048 2.58505
N 0.70400 -0.17009 0.25502
C 1.59615 -1.04637 0.18738
C 3.05562 -0.62150 0.11612
C 3.35980 0.72376 0.36086
C 4.65350 1.19975 0.22770
C 5.68902 0.34321 -0.15289
C 5.39399 -0.98541 -0.42943
C 4.08956 -1.45875 -0.30220
C 1.31238 -2.52141 0.10926
C 1.95662 -3.43394 0.94002
C 1.60838 -4.77906 0.94175
C 0.60674 -5.22983 0.09503
C -0.04614 -4.32544 -0.73471
C 0.29654 -2.98308 -0.71891
H 2.53422 1.38358 0.60984
H 4.85226 2.25626 0.38194
H 6.69773 0.71680 -0.27631
H 6.17757 -1.65332 -0.76568
H 3.87419 -2.48930 -0.55248
H 2.74537 -3.08986 1.60535
H 2.11747 -5.47141 1.60130
H 0.33255 -6.27697 0.08445
H -0.83356 -4.66962 -1.39482
H -0.22757 -2.27516 -1.34557
C -2.60241 -0.12496 0.15957
Ge -2.96964 0.46575 -1.74281
C -2.58450 2.33718 -2.11112
C -1.26346 2.78689 -2.09926
C -0.96781 4.12262 -2.32070
C -1.99243 5.03049 -2.55243
C -3.31092 4.60048 -2.55674
C -3.60382 3.26084 -2.33550
C -4.88768 0.15305 -1.94626
C -5.50898 0.45482 -3.15996
C -6.85944 0.20750 -3.35356
C -7.61208 -0.35485 -2.32994
C -7.00813 -0.66440 -1.12139
C -5.65441 -0.41219 -0.93156
C -2.07036 -0.68505 -3.04221
C -2.19313 -2.07290 -2.95524
C -1.60900 -2.89930 -3.90285
C -0.88934 -2.35099 -4.95690
C -0.76474 -0.97417 -5.06122
C -1.35842 -0.14918 -4.11304
H -0.46031 2.09141 -1.87667
H 0.05981 4.46121 -2.28782
H -1.76313 6.07641 -2.71569
H -4.11185 5.30978 -2.72592
H -4.63789 2.93289 -2.33527
H -4.92995 0.89067 -3.96952
H -7.32624 0.44975 -4.30018
H -8.66694 -0.55147 -2.47655
H -7.59291 -1.10455 -0.32275
H -5.18434 -0.64922 0.01589
H -2.74870 -2.50924 -2.13059
H -1.71206 -3.97555 -3.82699
H -0.43061 -2.99691 -5.69517
H -0.20577 -0.54187 -5.88205
H -1.25575 0.92667 -4.20534
*
```

As for the gap between HOMO and LUMO (alpha / beta): 0.196 / 0.196 Ha. For the HOMO energy (alpha / beta), the calculation gives -5.7 / -5.7 eV. The value obtained for the energy relative to the best compared isomer or geometry (same formula, charge and spin) is 26.4 kcal per mole.

# 3
DFT (wB97M-V/def2-TZVPD) results for a structure of composition C38H39N4O4P2ReS.

Geometry as ORCA input:
```
! RIJCOSX wB97M-V def2-TZVPD def2/J DEFGRID3
* xyz 3 4
Re 0.33776 -1.30573 0.82210
C 2.85180 -2.52419 2.67016
P 2.82079 -1.64477 1.06311
C 3.41685 0.03421 1.33446
C 2.80052 0.79419 2.33507
C 3.21292 2.09382 2.57033
C 4.23729 2.64038 1.80184
C 4.84590 1.88938 0.80678
C 4.43901 0.58304 0.56543
C 3.88198 -2.51936 -0.08360
C 3.74044 -2.29481 -1.45560
C 4.58894 -2.91665 -2.35373
C 5.58656 -3.76426 -1.88707
C 5.73494 -3.98793 -0.52660
C 4.88709 -3.36920 0.37991
C 1.50087 -2.50586 3.30482
C 1.08435 -2.74955 4.56044
C -0.39138 -2.77064 4.55706
C -0.80979 -2.53186 3.30267
C -2.16941 -2.52518 2.67921
P -2.07708 -1.83460 0.98318
C -2.44514 -3.09519 -0.22383
C -3.72413 -3.65229 -0.29022
C -3.98351 -4.64593 -1.21854
C -2.98022 -5.07764 -2.07955
C -1.70888 -4.52248 -2.02264
C -1.44447 -3.53095 -1.09193
C -3.20641 -0.46060 0.82744
C -3.51356 0.34274 1.93105
C -4.34156 1.43986 1.76822
C -4.86093 1.73211 0.51244
C -4.54690 0.94316 -0.58497
C -3.71481 -0.15346 -0.43629
N 0.34858 -2.33254 2.47383
H 3.61478 -2.08618 3.31621
H 3.13079 -3.56096 2.46578
H 2.02640 0.36272 2.96718
H 2.75857 2.67299 3.36126
H 4.57373 3.64927 1.99551
H 5.65782 2.31108 0.23107
H 4.93648 -0.00687 -0.19375
H 2.97308 -1.63105 -1.82827
H 4.47513 -2.74477 -3.41417
H 6.25047 -4.25122 -2.58743
H 6.51433 -4.64304 -0.16537
H 5.04061 -3.54855 1.43465
H 1.70894 -2.94918 5.41578
H -1.01348 -2.98752 5.41037
H -2.87840 -1.95725 3.28094
H -2.55985 -3.54309 2.58671
H -4.51371 -3.30791 0.36664
H -4.97016 -5.08331 -1.27588
H -3.19287 -5.85310 -2.80240
H -0.93626 -4.86158 -2.69753
H -0.43881 -3.09851 -1.05392
H -3.13079 0.11538 2.91859
H -4.59576 2.05481 2.62003
H -5.52402 2.57809 0.39400
H -4.95331 1.17709 -1.55851
H -3.48503 -0.77489 -1.29236
C -4.10251 5.31599 -2.58337
C -2.59034 5.27986 -2.77336
S -2.01192 3.60887 -2.71576
O -2.22811 3.08610 -1.37856
O -2.52692 2.86625 -3.83087
C -0.22839 3.72046 -2.99797
C 0.72268 3.67861 -1.79952
N 0.41901 2.62822 -0.79668
C 0.65077 1.32739 -0.96621
N 0.18058 0.62820 0.08909
C -0.37801 1.55249 0.96211
C -0.22931 2.76792 0.40915
N -0.77967 3.99347 0.94599
O -1.32020 3.87637 2.01559
O -0.65280 5.00514 0.29933
C 1.25898 0.72481 -2.17258
H -4.44606 6.34392 -2.68299
H -4.37821 4.95880 -1.59250
H -4.60394 4.71510 -3.33977
H -2.05922 5.81724 -1.98521
H -2.29373 5.66240 -3.75013
H -0.04913 4.64859 -3.53992
H -0.04349 2.90776 -3.69873
H 0.74839 4.62750 -1.27266
H 1.72881 3.46756 -2.16123
H -0.87524 1.30218 1.88227
H 2.23140 1.16465 -2.39536
H 0.60697 0.86077 -3.03530
H 1.38256 -0.34623 -2.02496
*
```

As for the gap between HOMO and LUMO (alpha / beta): 0.180 / 0.216 Ha. Its expectation value of S² is 4.0265. For the HOMO energy (alpha / beta), the calculation gives -16.5 / -16.7 eV. The value obtained for the energy relative to the best compared isomer or geometry (same formula, charge and spin) is 15.8 kcal per mole.